1.
The following is a quantum chemistry calculation of 2 unconnected molecules or ions with the total composition C6H12N2 in a non-equilibrium geometry, from the OMol25 dataset.

HOMO-LUMO gap   0.3261 Eh
Electronic energy   -9394.61679 eV
Strongest force on any atom   1.2 eV/Å
Multiplicity   1
E_HOMO   -8.015 eV
Net charge   0
E_LUMO   0.0316 Ha
ΔE to the lowest compared entry with this formula, charge and spin   51.49 kcal/mol

Each atom is followed by the atoms it is bonded to, with distances in Å.
Element x y z (Å)
1 C 0.15 -2.17 -1.48  C2 1.332, H6 1.075, H7 1.075
2 C 0.32 -1.38 -0.42  C1 1.332, C3 1.503, N4 1.390
3 C 0.24 -1.90 0.99  C2 1.503, H8 1.091, H9 1.086, H10 1.090
4 N 0.69 -0.04 -0.49  C2 1.390, C5 1.434, H11 1.024
5 C 0.44 0.72 -1.67  N4 1.434, H12 1.089, H13 1.099, H14 1.123
6 H -0.04 -3.22 -1.35  C1 1.075
7 H 0.21 -1.81 -2.49  C1 1.075
8 H -0.55 -1.39 1.54  C3 1.091
9 H 0.06 -2.97 1.00  C3 1.086
10 H 1.18 -1.70 1.52  C3 1.090
11 H 0.44 0.48 0.36  N4 1.024
12 H 1.12 0.39 -2.46  C5 1.089
13 H -0.59 0.66 -2.06  C5 1.099
14 H 0.58 1.80 -1.38  C5 1.123
15 C -1.03 2.59 0.61  C16 1.306, H18 1.075, H19 1.073
16 C -0.62 1.89 1.64  C15 1.306, N17 1.216
17 N -0.40 1.36 2.71  C16 1.216, H20 1.011
18 H -1.71 2.15 -0.10  C15 1.075
19 H -0.97 3.66 0.62  C15 1.073
20 H 0.47 0.89 2.91  N17 1.011


2.
The following is a quantum chemistry calculation of a single C6H12N2 molecule, from the OMol25 dataset.

HOMO-LUMO gap   0.3211 Eh
Electronic energy   -9396.40260 eV
Strongest force on any atom   0.7 eV/Å
Multiplicity   1
E_HOMO   -7.749 eV
Net charge   0
E_LUMO   0.0363 Ha
ΔE to the lowest compared entry with this formula, charge and spin   10.31 kcal/mol

Each atom is followed by the atoms it is bonded to, with distances in Å.
Element x y z (Å)
1 C -0.08 0.14 1.75  C2 1.544, H9 1.081, H10 1.083, H11 1.090
2 C -0.53 -0.18 0.31  C1 1.544, C3 1.532, N4 1.454, N8 1.460
3 C -2.00 -0.58 0.31  C2 1.532, H12 1.090, H13 1.094, H14 1.093
4 N 0.27 -1.29 -0.18  C2 1.454, C5 1.375, H15 1.006
5 C 1.31 -1.05 -1.05  N4 1.375, C6 1.329, H16 1.084
6 C 1.74 0.16 -1.36  C5 1.329, C7 1.498, H17 1.074
7 C 0.98 1.35 -0.87  C6 1.498, N8 1.452, H18 1.111, H19 1.092
8 N -0.39 0.96 -0.60  C2 1.460, C7 1.452, H20 1.014
9 H 0.99 0.31 1.78  C1 1.081
10 H -0.30 -0.70 2.40  C1 1.083
11 H -0.59 1.02 2.13  C1 1.090
12 H -2.35 -0.70 -0.71  C3 1.090
13 H -2.13 -1.52 0.85  C3 1.094
14 H -2.62 0.18 0.80  C3 1.093
15 H -0.24 -2.15 -0.32  N4 1.006
16 H 1.80 -1.95 -1.41  C5 1.084
17 H 2.60 0.32 -1.98  C6 1.074
18 H 1.49 1.81 0.00  C7 1.111
19 H 0.94 2.12 -1.65  C7 1.092
20 H -0.92 1.74 -0.22  N8 1.014


3.
The following is a quantum chemistry calculation of 2 unconnected molecules or ions with the total composition C6H12N2 in a non-equilibrium geometry, from the OMol25 dataset.

HOMO-LUMO gap   0.3528 Eh
Electronic energy   -9395.97182 eV
Strongest force on any atom   3.3 eV/Å
Multiplicity   1
E_HOMO   -8.700 eV
Net charge   0
E_LUMO   0.0331 Ha
ΔE to the lowest compared entry with this formula, charge and spin   20.25 kcal/mol

Each atom is followed by the atoms it is bonded to, with distances in Å.
Element x y z (Å)
1 C 2.45 1.38 -1.11  C2 1.478, H7 1.069, H8 1.111, H9 1.078
2 C 1.28 1.57 -0.23  C1 1.478, C3 1.366, N6 1.404
3 C 1.19 1.85 1.11  C2 1.366, N4 1.391, H10 1.093
4 N -0.16 2.05 1.39  C3 1.391, C5 1.385, H11 1.006
5 C -0.83 1.64 0.25  N4 1.385, N6 1.303, H12 1.079
6 N -0.01 1.25 -0.68  C2 1.404, C5 1.303
7 H 3.19 2.09 -0.79  C1 1.069
8 H 2.08 1.77 -2.08  C1 1.111
9 H 2.85 0.39 -1.28  C1 1.078
10 H 2.09 2.18 1.62  C3 1.093
11 H -0.64 2.07 2.27  N4 1.006
12 H -1.91 1.63 0.17  C5 1.079
13 C -2.14 -2.43 0.25  C14 1.514, H15 1.145, H16 1.087, H17 1.087
14 C -0.78 -2.46 -0.41  C13 1.514, H18 1.082, H19 1.098, H20 1.171
15 H -2.74 -3.32 -0.16  C13 1.145
16 H -2.12 -2.65 1.31  C13 1.087
17 H -2.65 -1.50 0.03  C13 1.087
18 H -0.68 -1.79 -1.25  C14 1.082
19 H -0.07 -2.24 0.39  C14 1.098
20 H -0.39 -3.49 -0.81  C14 1.171